The following is a quantum chemistry calculation of an isolated molecule of C10H6FNO in a non-equilibrium geometry, from OMol25.

For the energy above the lowest of the compared OMol25 structures with the same formula, charge and spin, the calculation gives 4.545 eV. For the HOMO energy (spin up / spin down), the calculation gives -8.2653 / -8.2562 eV. As for the multiplicity: 1. The HOMO-LUMO gap (spin up / spin down) comes out at 7.51 / 6.93 eV. The calculation puts the LUMO energy (spin up / spin down) at -0.02789 / -0.04890 Eh. Its total charge is 0.

The geometry in XYZ format:
```
19
Properties=species:S:1:pos:R:3:forces:R:3
C -2.488 -1.249 0.318 0.436 -0.511 -0.181
C 2.216 -1.015 -0.287 -2.290 1.787 1.392
C 1.004 -1.569 -0.567 -1.587 1.494 0.756
C 2.264 0.227 0.376 -1.821 -0.127 -1.411
C -0.099 0.528 0.103 -0.568 -0.672 0.979
C -0.227 -0.854 -0.257 2.645 -0.353 -1.973
C 1.144 1.061 0.519 0.907 -4.331 -1.087
C -1.273 1.349 0.139 2.864 1.911 0.371
C -2.310 1.079 -0.613 -0.135 -1.599 -0.568
C -1.477 -1.460 -0.607 -0.626 1.429 -0.495
N -3.174 -1.101 1.211 -1.907 0.105 1.851
O 1.320 2.257 1.012 -1.046 2.147 0.533
F -3.518 1.388 -0.381 -1.569 0.751 -0.214
H 3.067 -1.550 -0.453 2.283 -1.246 -0.476
H 0.956 -2.549 -0.933 -0.224 -1.207 -0.565
H 3.181 0.684 0.520 1.925 0.633 0.641
H -1.003 2.377 0.500 -1.095 -0.773 0.044
H -1.809 -2.089 -1.442 1.147 0.066 0.220
H 2.226 2.486 0.843 0.661 0.498 0.184
```
Positions in Å, forces in eV/Å.

The following is a quantum chemistry calculation of a cluster of 27 separate species, C10H73ClN4O29P in total in a non-equilibrium geometry, from OMol25.

For the energy above the lowest of the compared OMol25 structures with the same formula, charge and spin, the calculation gives 0.000 eV. For the HOMO energy, the calculation gives -12.1698 eV. As for the multiplicity: 1. The HOMO-LUMO gap comes out at 8.68 eV. The calculation puts the LUMO energy at -0.12810 Eh. Its total charge is +1.

The geometry in XYZ format:
```
118
Properties=species:S:1:pos:R:3:forces:R:3
C 6.047 3.529 -2.942 -0.185 -0.186 0.145
C 6.141 2.081 -3.464 -0.120 0.479 0.049
C 4.722 1.571 -3.759 0.070 0.376 0.110
Cl 4.467 1.031 -5.443 -0.010 -0.254 0.078
N 4.288 0.507 -2.859 -0.067 -0.367 0.073
C 4.870 -0.183 -1.871 -0.301 -0.052 -0.062
N 4.036 -1.039 -1.291 -0.002 0.489 -0.336
C 2.865 -0.889 -1.955 0.076 -0.012 -0.325
N 1.728 -1.558 -1.709 -0.086 0.700 0.859
C 0.539 -1.364 -2.565 -0.003 -0.110 -0.716
C 0.067 0.085 -2.792 -0.160 -0.074 0.139
C 0.228 1.090 -1.644 -0.236 0.663 0.086
C 0.358 2.515 -2.226 -0.197 -0.557 -0.250
C -0.994 1.003 -0.698 0.900 -0.200 0.007
P 1.682 -2.761 -0.479 -0.485 -2.696 -0.096
O 2.214 -4.029 -0.995 0.020 0.611 0.206
O 0.191 -2.941 0.006 1.649 0.130 -3.270
O 2.510 -2.249 0.784 -0.262 0.713 -0.316
N 3.000 0.037 -2.927 0.316 -0.144 0.415
H 6.936 3.805 -2.375 -0.001 0.032 -0.246
H 5.869 4.238 -3.755 0.161 -0.106 0.057
H 5.201 3.619 -2.254 0.220 0.012 -0.052
H 6.653 1.469 -2.721 -0.069 -0.086 -0.184
H 6.723 2.045 -4.386 0.010 -0.105 0.128
H 4.026 2.403 -3.620 -0.032 -0.186 -0.066
H 5.907 -0.039 -1.598 -0.212 -0.044 0.047
H -0.262 -1.981 -2.161 0.177 0.111 0.185
H 0.784 -1.794 -3.546 -0.087 -0.058 0.155
H 0.487 0.474 -3.731 -0.002 -0.012 0.137
H -1.008 -0.004 -2.992 0.162 0.096 -0.159
H 1.129 0.915 -1.039 0.005 -0.279 -0.247
H 0.746 3.230 -1.501 -0.088 -0.009 -0.077
H -0.628 2.826 -2.589 0.161 0.149 0.082
H 1.007 2.500 -3.114 0.122 0.211 0.228
H -1.739 1.738 -1.006 -0.143 -0.273 0.015
H -0.683 1.197 0.333 -0.187 -0.002 -0.124
H -1.418 -0.001 -0.743 -0.234 0.210 0.218
H -0.072 -2.319 0.721 -0.715 0.204 1.416
H 2.545 -1.288 0.892 0.125 -0.081 0.170
H 2.344 0.382 -3.615 -0.003 0.009 0.013
O 3.188 3.562 -0.701 -0.210 0.230 -0.313
H 4.011 4.073 -0.653 -0.004 0.045 0.106
H 3.461 2.699 -1.021 0.124 -0.075 0.289
O 3.424 -3.064 3.663 -0.209 -0.266 0.079
H 3.478 -3.303 2.729 0.142 -0.052 0.034
H 3.124 -3.884 4.082 0.032 -0.009 -0.006
O -4.027 0.093 -1.191 -0.135 0.165 -0.144
H -4.270 -0.838 -1.158 -0.066 0.011 -0.015
H -4.762 0.516 -0.723 0.023 -0.145 0.155
O -2.505 2.728 1.768 0.149 0.384 0.132
H -2.006 2.066 2.262 -0.354 -0.307 -0.003
H -2.216 2.605 0.860 -0.092 0.030 -0.029
O -0.258 -2.255 2.167 -0.436 0.938 0.608
H -0.399 -3.200 2.324 0.163 -0.603 0.105
H 0.661 -2.109 2.423 -0.038 0.081 0.854
O -2.335 -0.009 2.452 0.244 -0.177 0.251
H -1.795 -0.633 2.958 0.067 -0.007 -0.149
H -3.203 -0.418 2.416 -0.052 0.063 -0.193
O -6.346 -0.622 0.496 0.071 0.012 0.007
H -7.254 -0.516 0.194 0.001 -0.011 -0.043
H -6.386 -0.454 1.443 -0.073 0.047 -0.004
O -6.184 2.160 -2.407 0.236 -0.219 0.010
H -6.023 3.106 -2.331 -0.130 0.031 0.028
H -5.303 1.773 -2.481 0.026 0.045 -0.017
O 5.740 -4.485 4.901 -0.105 -0.057 0.050
H 5.139 -3.848 4.495 0.165 0.072 -0.070
H 5.849 -5.175 4.240 0.057 0.033 -0.020
O -5.262 4.150 2.203 0.059 -0.025 0.016
H -4.919 4.927 2.666 -0.141 0.043 0.009
H -4.492 3.580 2.101 0.162 -0.075 -0.067
O 1.135 -1.549 4.590 0.111 0.069 -0.222
H 1.480 -0.694 4.880 -0.069 -0.012 0.158
H 1.909 -2.128 4.523 0.019 0.229 -0.029
O -4.645 6.216 4.176 0.074 -0.019 0.091
H -4.984 7.105 4.321 0.006 0.018 -0.063
H -5.039 5.684 4.875 -0.011 -0.012 -0.017
O 0.402 1.211 5.549 0.144 -0.082 -0.258
H -0.323 0.690 5.185 -0.115 0.067 0.165
H -0.028 2.048 5.761 0.063 0.031 0.026
O 5.981 3.447 -7.217 0.023 0.067 0.149
H 6.001 3.229 -8.154 0.023 0.002 -0.005
H 5.746 2.631 -6.765 0.002 0.001 -0.194
O -2.401 1.337 5.528 -0.096 -0.033 0.079
H -3.234 1.659 5.162 -0.009 -0.118 -0.081
H -2.556 1.343 6.478 0.113 0.046 0.025
O -1.080 4.171 4.734 0.074 0.018 -0.029
H -1.592 4.877 4.326 -0.034 0.009 0.043
H -0.956 3.529 4.028 -0.069 0.014 -0.031
O 0.271 -5.120 1.976 0.218 2.468 3.206
H 0.407 -5.329 1.036 1.316 -0.070 2.564
H -0.224 -5.879 2.305 0.210 0.135 -0.048
O -6.395 -0.961 -3.719 -0.034 -0.078 -0.113
H -6.329 -0.203 -3.128 0.014 0.067 -0.011
H -7.328 -0.988 -3.957 -0.018 0.014 0.034
O -4.905 -0.142 5.105 -0.164 -0.023 0.001
H -4.303 -0.648 5.661 0.028 0.028 0.015
H -4.661 -0.388 4.210 0.021 0.015 0.001
O -6.198 -3.923 -5.043 0.047 0.283 0.125
H -5.636 -3.751 -5.804 0.011 -0.158 -0.039
H -6.263 -3.060 -4.610 -0.013 0.169 -0.084
O -6.780 -3.863 -2.213 -0.045 0.031 -0.004
H -5.985 -3.620 -1.730 -0.025 -0.035 0.074
H -6.455 -4.153 -3.076 -0.070 -0.232 0.030
O 4.693 1.747 0.881 -0.103 -0.351 -0.186
H 4.375 0.839 0.885 0.167 -0.083 0.202
H 4.067 2.217 1.444 0.074 0.166 -0.074
O -0.071 -6.278 0.193 -0.467 -1.839 -3.483
H -0.212 -5.340 0.030 -1.269 -0.055 -1.822
H 0.593 -6.525 -0.460 -0.017 -0.273 -0.313
O 5.443 5.437 -0.165 -0.217 0.022 0.038
H 4.831 5.911 0.411 0.070 0.002 0.061
H 6.017 6.126 -0.515 0.031 -0.048 -0.063
O 4.960 -4.153 1.083 -0.017 0.064 0.166
H 4.289 -3.582 0.700 -0.010 -0.006 -0.275
H 5.002 -4.907 0.486 -0.045 -0.030 0.020
O -6.616 -6.041 -0.279 0.037 -0.029 0.105
H -6.864 -5.809 0.620 -0.081 -0.040 -0.007
H -7.169 -5.493 -0.852 0.145 0.089 -0.078
```
Positions in Å, forces in eV/Å.

The following is a quantum chemistry calculation of an isolated molecule of C10H7BrN2OS, from OMol25.

Its SMILES is O=C(Nc1cccnc1)c1ccc(Br)s1. For the HOMO energy, the calculation gives -8.8299 eV. As for the multiplicity: 1. The HOMO-LUMO gap comes out at 8.70 eV. The calculation puts the LUMO energy at -0.00468 Eh. Its total charge is 0.

The geometry in XYZ format:
```
22
Properties=species:S:1:pos:R:3:forces:R:3
O 0.374 -2.089 0.104 0.029 -0.176 0.005
C -0.193 -1.187 -0.479 -0.197 0.063 -0.246
N -0.998 -1.345 -1.572 -0.101 0.301 -0.082
C -1.336 -2.527 -2.230 -0.044 -0.523 -0.150
C -0.878 -3.787 -1.850 0.035 0.033 0.052
C -1.289 -4.885 -2.587 -0.123 0.189 -0.131
C -2.134 -4.692 -3.668 0.119 -0.339 0.093
N -2.571 -3.498 -4.034 -0.247 0.077 -0.313
C -2.185 -2.450 -3.338 0.201 0.158 0.295
C -0.046 0.204 -0.027 0.247 0.418 0.401
C -0.557 1.396 -0.475 0.106 -0.587 0.031
C -0.134 2.497 0.287 0.286 0.152 0.401
C 0.694 2.117 1.305 0.036 -0.281 -0.001
Br 1.488 3.256 2.563 -0.044 -0.077 -0.074
S 0.975 0.417 1.356 -0.325 0.574 -0.321
H -1.412 -0.512 -1.967 0.121 -0.080 0.146
H -0.222 -3.894 -1.002 0.000 0.012 0.002
H -0.953 -5.875 -2.320 0.019 -0.087 0.011
H -2.480 -5.520 -4.272 0.024 -0.136 0.008
H -2.568 -1.494 -3.674 0.010 0.176 0.046
H -1.215 1.504 -1.319 -0.126 -0.032 -0.171
H -0.422 3.515 0.100 -0.025 0.166 -0.002
```
Positions in Å, forces in eV/Å.

| no. | molecular weight (g/mol) |
| --- | --- |
| 1 | 175.16 |
| 2 | 780.12 |
| 3 | 283.15 |